A 12-piece molecular cluster, C38H96BN6O24 overall. Source: OMol25; level of theory: ωB97M-V/def2-TZVPD.

Geometry (Å):
B (-1.2481, -0.7737, 1.1002)
N (-5.3763, -8.6974, -2.3516)
H (0.4631, 3.1749, -5.1672)
O (-1.5281, -1.8653, 4.4212)
H (-0.5401, -0.3372, -9.6202)
H (-9.0807, 1.1537, -6.4173)
H (-1.2410, -0.2559, -11.1478)
O (-7.2429, -1.1666, 9.5364)
H (1.2441, 5.3975, 9.0208)
H (11.5395, -2.7882, 6.2297)
H (0.5913, -6.7954, 5.2932)
C (2.3413, -6.4686, 4.0705)
H (4.2882, -2.7189, -5.6549)
H (-6.8146, 2.5386, -6.4037)
C (-1.3936, -1.3118, 3.3507)
H (-7.9470, 1.9216, 4.0493)
H (-7.4848, 4.8692, -4.9604)
H (4.1059, 5.6280, 5.2602)
C (2.6656, 5.9086, 7.8154)
O (-6.3573, 3.7829, 4.9444)
H (-1.6079, -7.0481, -2.9454)
O (3.7658, -6.5276, 4.1791)
H (-5.8291, 3.8548, 2.9913)
C (-1.0551, -1.0589, -1.1530)
N (0.9817, 1.5631, -10.6306)
H (4.8503, 2.7671, 1.7787)
H (7.0413, 1.7374, -0.2949)
H (2.6804, 4.8685, 7.4895)
O (1.4561, 6.2064, 8.5493)
C (7.5066, -0.3322, 7.1571)
H (11.1889, 2.2600, 2.5137)
H (3.0258, -8.3243, 5.5092)
H (-3.7822, -0.4649, -8.4080)
O (1.5079, 5.9338, -3.7128)
C (-4.3555, -7.4088, -0.7389)
H (10.3789, 3.6064, 3.1424)
C (10.3564, 2.9272, 2.2902)
O (-2.4143, 0.5132, -9.6294)
C (-7.3262, 3.2537, -7.0480)
C (6.8082, 2.3768, 1.7458)
C (-9.1102, 2.1293, -5.9320)
H (5.6845, 1.0427, 0.4030)
H (-10.1211, 2.3089, -5.5661)
H (8.4871, -0.0067, 7.5046)
H (-5.2891, 4.8349, 6.3778)
C (8.3347, -2.7110, 6.9846)
H (-5.9614, -1.0481, 12.1280)
N (6.1946, -2.0050, 6.0213)
H (2.0284, -7.0607, 3.2105)
O (9.7509, -2.4560, 7.1531)
H (-8.1158, 4.5939, 2.8477)
H (-4.9930, 5.8937, -7.3653)
O (-2.2057, 0.1916, 0.4853)
O (-0.8475, -1.6542, -0.0238)
H (8.1298, -3.6489, 6.4685)
C (-1.0184, -7.8574, -2.5145)
C (10.5303, -2.4734, 5.9641)
C (-0.2701, -0.2284, 3.1069)
H (6.7361, 1.8422, 2.6929)
H (5.7138, 3.5847, 0.6249)
O (9.1868, 2.2241, 1.8874)
H (5.6566, -1.1563, 5.9192)
H (-4.7906, 5.0438, 4.7040)
O (3.2118, -3.5209, -7.2035)
O (-0.6623, -1.4147, -2.2401)
C (-7.8045, 2.2246, 1.9118)
C (-6.2079, 3.1227, 3.7044)
H (-5.8504, 0.2224, 9.4460)
H (-3.1349, -9.9265, -1.2509)
H (-2.2757, -1.2874, -8.4946)
H (5.4710, -3.0557, -8.4723)
H (0.5660, 5.5273, -5.5653)
H (-0.2931, 5.2436, -4.1842)
O (5.2308, -1.2367, -7.8768)
O (-2.6344, 0.8249, -1.6412)
H (-5.2373, -9.3905, -3.0730)
H (1.4498, 3.3860, -3.6016)
C (-4.9655, -1.4672, 10.5466)
H (5.8980, -2.1498, 6.9759)
H (8.2840, 3.8719, 0.9607)
C (-2.9651, -0.6917, -9.0929)
C (-5.1602, 4.3170, 5.4274)
H (-6.0325, 4.1711, -5.0408)
C (-2.0788, 0.0996, -0.8138)
H (-8.4210, 2.0950, -5.0883)
H (3.1330, 7.8200, 6.7880)
C (1.6681, -6.9570, 5.3426)
H (-3.4587, -7.0149, -0.2607)
C (6.7133, 1.3047, 0.6503)
H (-7.0463, 2.9018, -8.0409)
H (2.0916, -5.4349, 3.8312)
C (-7.6727, 2.6879, 3.3243)
H (-2.7820, -9.5620, -2.8680)
O (2.4464, 3.7577, -5.3117)
H (8.1787, -1.2795, 5.4119)
H (-7.6789, -0.6620, 10.2270)
H (-3.8498, -7.4594, -2.8262)
H (-3.9312, -1.5177, 10.2067)
H (-5.5502, 2.2649, 3.8450)
H (-8.6165, 4.2155, 4.3111)
O (-8.7400, 3.1324, -6.8464)
C (-0.4446, 1.7097, -10.3518)
H (2.7567, 2.8705, -5.5072)
H (-7.4735, 5.4093, -7.3879)
C (-0.8823, 2.5430, -11.6023)
O (2.0697, -8.2727, 5.5793)
H (10.1473, -3.1517, 5.2017)
H (-0.5517, 2.3149, -9.4516)
H (1.5393, 1.0365, -9.9735)
O (0.4639, 0.2695, 3.9394)
H (7.3204, 0.4261, 0.8683)
C (5.4982, -2.5810, -7.4915)
H (-5.5585, 4.6832, -8.5445)
H (-8.8561, 2.1086, 1.6496)
C (8.1190, 3.1730, 1.7806)
H (4.9347, -4.2213, -6.2837)
C (-2.8831, -9.0832, -1.8940)
H (-5.5791, -1.1534, 8.4381)
N (-6.5782, 4.9415, -5.3996)
O (-0.0787, -0.1536, 1.7941)
N (-8.5344, 3.8419, 3.3763)
H (-4.7029, 4.1977, -7.0808)
H (3.5170, 5.8921, 8.4959)
H (6.9610, 0.5618, 6.8554)
C (3.0236, 6.7622, 6.5489)
H (-7.2468, 2.8595, 1.2234)
H (1.0712, 0.9135, -11.3988)
C (-4.0983, -8.1560, -2.0255)
H (7.0259, -0.6228, 8.0913)
H (2.2139, 6.8108, 5.8208)
H (-0.0986, -7.5035, -2.0488)
H (-3.3997, -1.3914, -9.8068)
H (8.0009, -2.8894, 8.0068)
O (-1.6470, -8.5114, -1.4826)
C (-5.8740, -0.8674, 9.4478)
H (-0.8268, -8.3888, -3.4467)
C (7.5685, -1.5742, 6.2657)
O (4.2564, 6.2387, 5.9854)
H (-1.9528, 2.7483, -11.5982)
C (-1.1540, 0.3256, -10.2300)
O (-1.9065, -1.6530, 2.1815)
H (-7.4156, 1.2105, 1.8200)
H (6.4884, -2.7511, -7.0688)
C (-5.4299, 4.9023, -7.4845)
H (-4.7389, -8.0732, 0.0355)
H (-5.6093, -9.2949, -1.5713)
H (10.8073, 3.4597, 1.4528)
H (-0.4818, 3.5538, -11.5243)
H (-0.5703, 2.0628, -12.5297)
O (-5.1046, -0.8059, 11.7691)
H (1.1310, 6.8123, -3.8008)
H (-5.0015, -6.5331, -0.8006)
N (5.7019, 3.2749, 1.5862)
H (8.0690, 3.7747, 2.6881)
H (2.4558, -3.2110, -6.6995)
H (3.9981, -5.6346, 4.4443)
C (1.2375, 3.7120, -4.6198)
H (-5.1811, -2.4994, 10.8225)
H (10.5651, -1.4690, 5.5420)
C (0.7257, 5.1422, -4.5581)
H (-4.5026, 3.4515, 5.5077)
H (2.0233, -6.3170, 6.1503)
C (4.4843, -3.2719, -6.5735)
H (5.8250, -1.1346, -8.6238)
C (-6.8021, 4.7300, -6.8628)

## Properties
- Kohn-Sham gap (eV) = 9.09
- HOMO level (eV) = -7.402
- energy relative to the best compared isomer or geometry (same formula, charge and spin) (kJ/mol) = 211.6
- E_LUMO (eV) = 1.68
- maximum force (eV/Å) = 3.5
- net charge = -1

***

C38H98BMnO20 as an isolated structure. Source: OMol25; level of theory: ωB97M-V/def2-TZVPD.

Geometry (Å):
H (-3.7887, 1.7816, 9.4402)
H (-0.7584, 4.0718, -0.2656)
H (0.2206, -1.7700, 7.0984)
O (-4.3267, -2.4047, 1.3918)
H (7.0640, -1.2094, -1.5260)
H (3.1760, -3.7389, -0.3019)
C (0.9354, -4.0471, -1.1329)
C (-6.2809, -2.4739, -0.0714)
C (-2.9773, -0.2624, -3.8130)
H (-3.7874, 1.5278, 2.9493)
O (7.0850, -1.7540, 0.3765)
H (6.0397, -2.4693, -5.5002)
H (4.0323, 1.9814, -0.4222)
C (-0.4608, 4.9891, -0.7737)
C (-2.7032, -1.5193, -2.9531)
H (3.8301, -1.9738, 1.6761)
H (3.2322, 1.5006, 1.0864)
H (-0.1685, 6.1329, -8.5349)
C (-0.3603, -3.7459, 7.6839)
H (-3.7151, 2.0351, -2.3101)
H (-1.2277, 2.0718, 1.4178)
H (1.5017, 6.4419, -8.8405)
C (-4.2632, -1.0465, 1.8029)
H (0.6158, -4.2186, 7.7926)
C (-3.2963, 1.9527, 3.8247)
H (0.6511, 5.1923, -9.7512)
C (2.9011, -2.5186, 1.5080)
C (2.5858, -2.8925, 0.0492)
H (0.8551, 1.6033, 0.0691)
H (2.6824, -1.8617, 3.9372)
C (0.3212, 2.4896, -4.1981)
C (7.7041, -3.0367, 0.0999)
C (1.8616, 4.9409, -0.2353)
H (-0.6772, -3.3817, 8.6611)
O (-3.6637, -2.5318, -3.2022)
O (-4.1752, 2.1328, 4.9216)
H (5.4611, 0.6400, -1.5010)
H (-4.3073, -2.0475, -0.6739)
H (2.0740, 4.4504, -1.1852)
H (6.9778, -3.7408, -0.3060)
H (8.5748, -3.0326, -0.5558)
H (5.2917, -3.2928, -6.7815)
H (1.0501, -3.5139, -2.0767)
H (5.5931, -2.0033, -0.9794)
H (-8.6163, -0.1711, 0.4855)
H (-2.0610, -3.8906, 1.1376)
C (4.1761, 1.4927, 0.5414)
O (4.2162, 4.9712, 0.1629)
H (4.9283, 2.0133, 1.1339)
H (-0.0747, -4.4563, -1.1111)
C (-5.0113, 1.0464, 5.2631)
O (0.3738, -0.1628, -0.7880)
O (4.4464, -1.4166, -6.2549)
H (-0.2464, 4.8249, -1.8297)
H (-2.4900, 1.2754, 4.1061)
C (-4.6916, 1.9250, 8.8466)
C (-0.2325, -2.6586, 6.6588)
H (-1.9881, -2.4571, 2.1891)
H (-0.4839, -3.1333, 1.5433)
H (-3.5107, -0.9513, 2.5857)
H (1.8488, 4.1188, 0.4804)
Mn (0.1145, -1.4538, 0.8882)
H (-2.9260, 2.9309, 3.5179)
O (-1.2999, -4.7233, 7.2539)
H (-2.9665, -0.5185, -4.8724)
H (5.3831, 6.3095, 1.0121)
H (-5.7477, 0.8900, 4.4749)
H (-5.2143, -0.7152, 2.2197)
C (6.3457, -1.2631, -0.7078)
O (-4.1563, 0.4188, -3.5054)
H (0.4085, 1.6208, -6.6891)
C (5.7816, 0.1362, -0.5891)
C (-3.2075, -3.8462, -2.8897)
H (-1.5739, -2.3103, 0.5084)
H (0.0146, 1.4445, -4.2412)
C (0.7737, 5.6344, -8.7624)
H (-1.2218, -1.4354, 4.4501)
C (-8.1688, -1.1408, 0.2673)
H (-6.7683, -3.2656, 0.4976)
H (1.6573, 2.7623, -6.2668)
H (-6.5663, -2.5366, -1.1215)
H (-1.6711, -6.7907, 7.7311)
H (-8.6594, -1.8738, 0.9077)
H (-2.7033, -1.1643, -1.9225)
H (-4.9232, 2.9886, 8.7899)
H (-0.0598, -6.3217, 8.0901)
C (5.4305, 5.6836, 0.1209)
H (-3.8413, -0.3728, 1.0571)
H (5.5220, 6.3064, -0.7690)
O (-4.4339, 1.2628, 7.6210)
C (-4.2696, 1.0983, -2.2551)
C (2.0733, -1.2048, 3.3164)
O (-1.5594, -2.3173, 6.3354)
H (-1.0354, -0.3811, 5.9178)
H (4.0549, 1.8146, -5.3213)
H (-3.8255, 0.5069, -1.4543)
H (2.8345, 6.0911, 1.2814)
H (2.9060, -2.1765, -0.7077)
H (0.2688, -3.0375, 5.7681)
C (2.9964, 0.2113, -3.4604)
H (-4.4678, -3.6951, -0.1902)
O (-0.1278, 3.1611, -5.3519)
O (1.1606, 4.6095, -7.8216)
C (3.0539, 5.7763, 0.2611)
O (1.2061, -3.1627, -0.0594)
H (-0.7539, 3.9184, -7.8870)
H (2.4875, -0.2334, 3.0463)
H (5.6058, 0.2139, -6.5941)
H (-6.2709, 0.5929, 6.9153)
H (2.9580, -3.4474, 2.0755)
H (6.5521, 0.7649, -0.1430)
C (-1.0753, -5.9295, 8.0335)
H (-5.2694, 1.3265, -1.8858)
C (-1.5774, -1.2055, 5.4545)
C (0.5968, 2.6783, -6.5040)
H (-1.3219, 5.6569, -0.7466)
H (0.2602, 2.8026, -8.6314)
O (1.8001, -1.7899, 2.0208)
H (2.1745, -0.2089, -2.8808)
H (1.4063, 2.5582, -4.1199)
H (-5.5018, 1.4324, 9.3842)
H (-8.4981, -1.4738, -0.7170)
H (-1.3499, -5.7975, 9.0800)
H (1.6676, -4.8544, -1.1394)
H (-5.9768, 2.3296, 6.8432)
H (-2.2010, 0.4998, -3.7461)
H (7.9559, -3.5738, 1.0144)
H (3.1323, 6.6857, -0.3347)
O (0.6442, 5.6507, -0.1792)
C (-5.5395, 1.3523, 6.6390)
H (6.2051, -1.8404, -7.2300)
B (-1.5349, -2.9746, 1.3578)
O (4.6345, 0.1258, 0.2886)
H (-4.4797, 0.1221, 5.4895)
H (3.8811, -0.4169, -3.3569)
H (3.2861, 1.1037, -2.9055)
H (-0.5535, 1.7228, -0.9812)
O (-6.7651, -1.1836, 0.3620)
C (-0.0602, 1.0970, -0.2375)
H (3.2112, 1.1356, -6.6333)
C (-1.0041, 1.0808, 1.0231)
O (-0.6478, 0.1407, 2.0492)
C (-4.7801, -2.6847, 0.0736)
H (1.1034, -0.9876, 3.7638)
H (-2.0173, 0.8731, 0.6790)
O (2.6332, 0.3791, -4.8103)
H (-4.0459, -4.4773, -2.5950)
H (-2.4516, -3.9343, -2.1092)
C (4.8555, -0.0864, -5.8628)
H (-1.7234, -1.8778, -3.2687)
H (5.4723, -0.1499, -4.9663)
H (-2.7885, -4.2772, -3.7989)
H (-2.6215, -0.9065, 5.3616)
H (6.3757, 5.1591, 0.2604)
C (0.2469, 3.4972, -7.7914)
H (-0.1232, 3.0667, -3.3872)
C (3.6644, 0.8624, -5.6804)
C (5.5686, -2.2869, -6.4661)

## Properties
- Kohn-Sham gap (alpha / beta) (eV) = 5.83 / 6.25
- HOMO level (alpha / beta) (eV) = -3.897 / -4.315
- energy relative to the best compared isomer or geometry (same formula, charge and spin) (kJ/mol) = 367.8
- E_LUMO (alpha / beta) (eV) = 1.93 / 1.93
- maximum force (eV/Å) = 4.7
- net charge = -1
- 2S+1 = 6
- <S²> = 8.754